Entry 1:
{
  "formula": "C4H2FO4",
  "method": "the ωB97M-V functional and the def2-TZVPD basis",
  "fmax_ev_per_a": 3.139,
  "de_lowest_ev": 1.056,
  "orbital_gap_ev": 8.7,
  "smiles": "O=C([O-])OCOC#CF",
  "charge": -1,
  "multiplicity": 1,
  "e_lumo_ev": 3.906,
  "species": ["H", "C", "O", "O", "C", "F", "C", "H", "O", "C", "O"],
  "positions_angstrom": [[2.1480, 0.5922, -1.0160], [1.3946, 0.2196, -0.3492], [0.7486, -0.7311, -0.8774], [0.5764, 1.5109, -0.0791], [-1.8632, 1.3143, 0.1832], [-3.1618, 1.0932, 0.2558], [-0.2565, -1.6699, 0.2019], [1.9544, 0.2360, 0.5478], [0.0838, -1.4093, 1.3370], [-0.6682, 1.2169, 0.2575], [-0.9560, -2.3728, -0.4613]],
  "atomic_forces_ev_per_a": [[0.36, 0.67, -1.12], [1.48, 2.76, -0.24], [-1.94, -2.44, -0.18], [-0.97, -0.70, 0.58], [-1.11, -0.62, 0.21], [0.62, 0.19, 0.22], [1.11, 0.19, 0.71], [-0.01, -1.41, 1.91], [-0.31, -0.13, -0.56], [0.92, 1.38, -1.28], [-0.15, 0.11, -0.25]]
}

=====

Entry 2:
{
  "formula": "C4H2IN",
  "method": "the ωB97M-V functional and the def2-TZVPD basis",
  "fmax_ev_per_a": 9.638,
  "de_lowest_ev": 1.058,
  "orbital_gap_ev": [7.9, 7.9],
  "smiles": "N#CC1=C(I)C1",
  "multiplicity": 1,
  "e_lumo_ev": [-0.992, -0.992],
  "species": ["C", "C", "N", "H", "C", "H", "I", "C"],
  "positions_angstrom": [[-1.2303, -0.5092, 1.0649], [-1.0953, 2.1371, 1.4662], [-1.3361, 3.1859, 1.8792], [0.8535, -0.7352, 0.3017], [-0.6946, 0.8982, 1.1123], [-0.3158, -0.0037, -0.9666], [-2.2156, -1.9094, 2.1542], [-0.1438, -0.1154, 0.0843]],
  "atomic_forces_ev_per_a": [[2.63, 6.94, 0.39], [0.36, 1.65, 0.90], [-0.30, 0.26, -0.13], [-1.61, 1.96, -0.54], [-2.50, -9.19, -1.46], [-0.39, -0.04, -0.54], [0.08, 0.26, -0.47], [1.72, -1.84, 1.85]]
}

=====

Entry 3:
{
  "formula": "C4H2KO2",
  "method": "the ωB97M-V functional and the def2-TZVPD basis",
  "fmax_ev_per_a": 2.246,
  "de_lowest_ev": 0.374,
  "orbital_gap_ev": [6.6, 6.8],
  "multiplicity": 2,
  "e_lumo_ev": [-0.822, -0.854],
  "species": ["C", "H", "K", "C", "O", "C", "H", "O", "C"],
  "positions_angstrom": [[-0.1266, 1.0909, -0.6422], [-0.0766, 0.9806, -1.7382], [-1.4833, 2.8912, 1.2411], [0.2664, -0.0462, 0.0025], [-0.8290, 0.4587, 2.0734], [-0.3386, -0.3364, 1.3101], [1.1285, -2.0956, 0.1310], [0.7746, -1.5718, -1.7872], [0.6846, -1.3714, -0.5906]],
  "atomic_forces_ev_per_a": [[-0.45, 0.15, 0.21], [0.54, -0.07, 0.20], [0.27, -0.40, -0.25], [-1.02, -1.75, -0.39], [0.04, -0.75, 0.07], [0.13, 1.93, 0.75], [-0.57, -0.09, -0.02], [-0.30, -0.21, 0.77], [1.36, 1.20, -1.32]]
}

=====

- What is the formula in the second record?
  C4H2IN

=====

What did the third record say?
{
  "formula": "C4H2KO2",
  "method": "the ωB97M-V functional and the def2-TZVPD basis",
  "fmax_ev_per_a": 2.246,
  "de_lowest_ev": 0.374,
  "orbital_gap_ev": [6.6, 6.8],
  "multiplicity": 2,
  "e_lumo_ev": [-0.822, -0.854],
  "species": ["C", "H", "K", "C", "O", "C", "H", "O", "C"],
  "positions_angstrom": [[-0.1266, 1.0909, -0.6422], [-0.0766, 0.9806, -1.7382], [-1.4833, 2.8912, 1.2411], [0.2664, -0.0462, 0.0025], [-0.8290, 0.4587, 2.0734], [-0.3386, -0.3364, 1.3101], [1.1285, -2.0956, 0.1310], [0.7746, -1.5718, -1.7872], [0.6846, -1.3714, -0.5906]],
  "atomic_forces_ev_per_a": [[-0.45, 0.15, 0.21], [0.54, -0.07, 0.20], [0.27, -0.40, -0.25], [-1.02, -1.75, -0.39], [0.04, -0.75, 0.07], [0.13, 1.93, 0.75], [-0.57, -0.09, -0.02], [-0.30, -0.21, 0.77], [1.36, 1.20, -1.32]]
}